1.
Density functional theory data (ωB97M-V with the def2-TZVPD basis set) for an isolated molecule of C6H12O.

Each line ends with the Löwdin charge.
Element x y z (Å)
C  -2.51385  -1.71523  -1.05695  -0.07
C  -1.70391  -0.42331  -1.11180  -0.29
O  -0.38762  -0.61136  -0.61162  -0.14
C  -0.04402  0.44482  0.25732  -0.23
C  1.32309  0.28745  0.86405  -0.27
C  1.92143  1.56310  1.39796  -0.13
C  2.51746  0.89568  0.18938  -0.12
H  -3.58576  -1.48636  -1.02309  0.07
H  -2.32929  -2.36069  -1.92215  0.07
H  -2.25451  -2.26832  -0.14809  0.08
H  -2.21109  0.34874  -0.51098  0.11
H  -1.65368  -0.03653  -2.14198  0.12
H  -0.08292  1.41010  -0.27992  0.13
H  -0.79768  0.50410  1.06291  0.13
H  1.47698  -0.62657  1.43783  0.14
H  1.34067  2.47510  1.25627  0.10
H  2.47813  1.54110  2.33011  0.10
H  2.37445  1.36030  -0.78367  0.10
H  3.47802  0.40281  0.31994  0.10

Output
**Spin multiplicity**: 1
**Energy relative to the best compared isomer or geometry (same formula, charge and spin)**: 37.8 kcal/mol
**Total charge**: 0
**Orbital gap**: 10.830 eV

---

2.
Density functional theory data (ωB97M-V with the def2-TZVPD basis set) for an isolated molecule of C6H12O.

Each line ends with the Löwdin charge.
Element x y z (Å)
C  2.00551  0.31521  0.41284  -0.08
C  1.26605  0.01353  -0.89627  -0.29
C  0.46803  1.07098  -1.55634  -0.10
C  -0.34731  -0.06470  -0.91829  -0.14
C  -0.90177  -0.27993  0.51252  -0.40
C  -2.33712  -0.20070  1.08864  -0.04
O  -0.51544  -1.61794  0.85180  -0.06
H  1.80852  1.32820  0.78700  0.08
H  3.09862  0.22875  0.32752  0.08
H  1.68787  -0.39822  1.17712  0.07
H  1.82118  -0.67096  -1.54239  0.13
H  0.51623  2.07280  -1.13281  0.11
H  0.50387  1.06356  -2.64695  0.10
H  -0.77684  -0.78498  -1.62459  0.13
H  -0.33845  0.44335  1.10774  0.11
H  -2.83241  0.76665  0.97065  0.07
H  -2.20422  -0.36553  2.17031  0.08
H  -3.00549  -1.00283  0.75548  0.08
H  0.08318  -1.91725  0.15603  0.08

Output
**Spin multiplicity**: 1
**Energy relative to the best compared isomer or geometry (same formula, charge and spin)**: 43.3 kcal/mol
**Total charge**: 0
**Orbital gap**: 10.809 eV

---

Number 1: HOMO level -9.6 eV. Number 2: HOMO level -9.7 eV.